No. 1
Density functional theory data (wB97M-V/def2-TZVPD) for an isolated molecule of C6H10O4 in a non-equilibrium geometry.

Positions of all 20 atoms, in Å:
C -1.476705 -0.434073 -0.124196
C -0.500693 -1.296411 -0.969291
C 0.764281 -0.980285 -1.162053
C 1.517033 0.189303 -0.511372
C 0.586742 0.891536 0.584949
C -0.884670 0.983488 0.177498
H -1.721924 -1.977572 0.993707
H -2.449092 -0.280044 -0.558028
H -0.980330 -2.093224 -1.661790
H 1.392273 -1.640762 -1.815805
H 1.845884 0.846542 -1.338025
H 2.217483 -0.279059 1.168649
H 0.845386 1.901688 0.984398
H 0.008897 -0.540502 1.655518
H -1.431549 1.247118 1.079275
H -0.350097 2.700680 -0.742753
O -1.770167 -1.009597 1.138694
O 2.723148 -0.220846 0.218801
O 0.746493 0.090154 1.758152
O -1.082401 1.901866 -0.876329

Atoms 1-2, force components in eV/Å:
1.2 0.8 -1.1
-2.5 -0.2 -1.2

E_tot	-14571.879	eV
strongest force on any atom	0.08390	Eh/bohr
energy relative to the best compared isomer or geometry (same formula, charge and spin)	234.7	kJ/mol
E_LUMO	0.62	eV
structure (SMILES)	O[C@@H]1[C@@H](O)[C@@H](O)C=C[C@H]1O
spin multiplicity	1
net charge	0

***

No. 2
Density functional theory data (wB97M-V/def2-TZVPD) for an isolated molecule of C6H10O5 in a non-equilibrium geometry.

Positions of all 21 atoms, in Å:
C -1.397408 0.809539 0.237212
C -0.109896 1.593944 0.491643
C 0.849040 1.150215 -0.502937
C 1.720526 0.080425 0.204292
C 0.644087 -1.026794 0.368473
C -0.878619 -0.677286 0.639524
H -2.009113 1.648699 -1.384770
H -2.270757 1.048492 0.809219
H 0.225572 1.488025 1.541233
H 0.409625 0.787436 -1.436355
H 2.060980 0.570986 1.193396
H 2.497716 -0.978861 -1.072597
H 0.918809 -1.641464 1.190154
H -0.095307 -2.272461 -0.921309
H -1.003632 -0.818712 1.723311
H -2.166098 -1.192285 -0.578697
O -1.810480 0.741340 -1.138134
O 0.665748 2.558758 -0.228130
O 2.806724 -0.504756 -0.299325
O 0.644680 -1.656204 -0.927623
O -1.702199 -1.709034 0.091426

Atoms 1-2, force components in eV/Å:
0.7 -1.1 -0.6
0.0 -0.9 0.2

E_tot	-16617.951	eV
strongest force on any atom	0.07965	Eh/bohr
energy relative to the best compared isomer or geometry (same formula, charge and spin)	378.5	kJ/mol
E_LUMO	0.50	eV
structure (SMILES)	O[C@@H]1[C@H](O)[C@H](O)[C@@H]2O[C@H]2[C@@H]1O
spin multiplicity	1
net charge	0

***

No. 3
Density functional theory data (wB97M-V/def2-TZVPD) for a structure of composition C6H10O6 in a non-equilibrium geometry.

Positions of all 22 atoms, in Å:
C 1.051536 1.146932 0.820419
C 1.318701 -0.151763 0.565203
C -0.307859 1.769859 0.461668
C -1.391929 0.805369 0.047522
C -0.126042 -1.282692 -0.037093
C -0.850714 -0.247906 -0.973899
O 1.908726 2.021563 1.394620
O 2.438592 -0.755176 1.073512
O -0.834940 -1.610831 1.114854
O 0.417725 -2.399498 -0.726923
O -0.048230 0.306589 -1.982978
O -1.840094 -1.007779 -1.541078
H -0.658586 2.472347 1.187264
H -0.093074 2.517244 -0.409914
H -1.764559 0.172996 0.947188
H -2.073471 1.354513 -0.469326
H 2.483362 1.510053 1.923736
H 2.486472 -1.751034 0.735779
H -0.792926 -2.549410 1.327329
H -0.045080 -2.333676 -1.524330
H 0.727087 0.653138 -1.450927
H -2.004699 -0.640839 -2.482626

Atoms 1-2, force components in eV/Å:
-1.8 -0.9 -0.8
-2.8 -1.6 -0.3

E_tot	-18666.409	eV
strongest force on any atom	0.09228	Eh/bohr
energy relative to the best compared isomer or geometry (same formula, charge and spin)	235.4	kJ/mol
E_LUMO	0.48	eV
spin multiplicity	1
net charge	0

***

No. 4
Density functional theory data (wB97M-V/def2-TZVPD) for the ion C6H10OPS with charge +1 in a non-equilibrium geometry.

Positions of all 19 atoms, in Å:
C -3.921991 -1.257804 0.235316
C -3.010537 -0.497396 0.548627
C -1.273499 1.103872 -0.143369
C -0.277883 0.336768 -1.019305
C -1.955665 0.285120 0.952333
C 2.112995 -0.029129 1.013741
O -0.461230 -0.933286 1.242010
P 0.598219 -0.768426 0.267967
S 1.311411 -2.644367 -0.336133
H -4.611889 -2.044096 0.402592
H -0.774893 2.001851 0.479646
H -1.866334 1.525818 -0.943983
H -0.894643 -0.441970 -1.386837
H 0.235222 0.949254 -1.708805
H -2.030684 0.718940 2.053842
H 3.085782 -0.252601 0.561647
H 2.046976 -0.510491 1.920879
H 1.954095 1.121598 1.109219
H 0.127391 -3.168932 0.064980

Atoms 1-2, force components in eV/Å:
2.3 1.3 1.3
-2.5 -2.4 -0.5

E_tot	-28545.834	eV
strongest force on any atom	0.12742	Eh/bohr
energy relative to the best compared isomer or geometry (same formula, charge and spin)	117.9	kJ/mol
E_LUMO	-5.34	eV
spin multiplicity	1
net charge	+1

***

No. 5
Density functional theory data (wB97M-V/def2-TZVPD) for an isolated molecule of C6H10OS in a non-equilibrium geometry.

Positions of all 18 atoms, in Å:
C -2.282866 0.658210 -0.081783
C 0.230845 -0.464511 0.328086
C -0.095891 -0.837092 1.781649
C 1.530268 -1.140081 -0.304433
C 1.965740 0.251796 -0.809272
C 0.887212 0.869014 0.111910
H -2.765127 1.092740 -0.969434
H -1.678659 1.342289 0.535611
H -2.965049 0.157356 0.608493
H -0.395809 -1.879274 1.894871
H 0.771822 -0.678746 2.469253
H -0.858839 -0.200405 2.164419
H 1.355583 -1.940490 -1.063614
H 2.154727 -1.511648 0.509841
H 2.957896 0.577091 -0.601657
H 1.759187 0.429806 -1.904340
O 0.611303 2.005473 0.420660
S -1.164876 -0.591033 -0.822854

Atoms 1-2, force components in eV/Å:
0.5 -0.6 0.0
0.4 -1.4 1.1

E_tot	-19266.002	eV
strongest force on any atom	0.03819	Eh/bohr
energy relative to the best compared isomer or geometry (same formula, charge and spin)	99.2	kJ/mol
E_LUMO	0.84	eV
structure (SMILES)	CS[C@@]1(C)CCC1=O
spin multiplicity	1
net charge	0

***

No. 6
Density functional theory data (wB97M-V/def2-TZVPD) for an isolated molecule of C6H10OS in a non-equilibrium geometry.

Positions of all 18 atoms, in Å:
C 1.257547 -0.190748 2.169610
C 0.256087 0.705317 1.441771
C -0.166334 0.512147 0.217658
C -1.077220 1.402800 -0.574657
C -1.094069 -0.597476 -1.683765
C 0.042884 -0.688989 -0.652125
H 0.819527 -0.409693 3.171932
H 1.425867 -1.092270 1.605362
H 2.200024 0.263759 2.373700
H -0.122429 1.503382 2.037886
H -0.677986 2.407075 -0.767032
H -2.029596 1.497300 -0.027037
H -0.907006 -1.096650 -2.622018
H -2.004467 -1.044026 -1.253592
H -0.005516 -1.625878 -0.131552
H 1.617288 -1.752391 -2.106903
O -1.263817 0.790602 -1.841359
S 1.729216 -0.584262 -1.357879

Atoms 1-2, force components in eV/Å:
-2.0 0.1 0.5
1.4 -0.9 1.0

E_tot	-19265.722	eV
strongest force on any atom	0.04059	Eh/bohr
energy relative to the best compared isomer or geometry (same formula, charge and spin)	126.1	kJ/mol
E_LUMO	0.76	eV
structure (SMILES)	C/C=C1/COC[C@H]1S
spin multiplicity	1
net charge	0

***

No. 7
Density functional theory data (wB97M-V/def2-TZVPD) for a cluster of 2 separate species, C6H10OSi in total in a non-equilibrium geometry.

Positions of all 18 atoms, in Å:
C -1.361327 -2.297359 1.393149
C -0.294936 -1.376185 1.597124
C -1.457175 -2.268075 0.031298
C 0.164977 -0.908877 0.345929
C -0.779073 2.796732 0.668902
C 1.596037 0.738440 -2.107833
O -0.611373 -1.485105 -0.552932
Si 1.435366 0.347455 -0.232464
H -1.959465 -2.777041 2.098254
H 0.166210 -1.048259 2.576137
H -2.129985 -2.741399 -0.563480
H -0.477865 3.350943 -0.099566
H -1.741725 2.210092 0.623171
H -0.322942 2.833521 1.606169
H 2.595746 0.609257 -2.463095
H 1.088170 0.230893 -2.913155
H 1.305229 1.710157 -2.408792
H 2.784131 0.074811 0.401185

Atoms 1-2, force components in eV/Å:
1.8 1.9 -1.8
2.0 1.3 1.0

E_tot	-16304.167	eV
strongest force on any atom	0.09343	Eh/bohr
energy relative to the best compared isomer or geometry (same formula, charge and spin)	495.3	kJ/mol
E_LUMO (alpha / beta)	0.25 / -0.30	eV
spin multiplicity	1
net charge	0

***

No. 8
Density functional theory data (wB97M-V/def2-TZVPD) for a cluster of 2 separate species, C6H10S in total in a non-equilibrium geometry.

Positions of all 17 atoms, in Å:
C 1.066286 1.225862 -1.801443
C 1.080807 1.389639 -0.284560
C 0.285924 -1.116146 -0.792695
C -3.147699 -0.896706 1.641809
C 0.643173 0.130992 -0.909688
C -0.001622 -1.706490 0.621175
S -2.839752 0.272611 2.733662
H 0.306223 1.729637 -2.254511
H 1.902033 0.988567 -2.415958
H 1.953751 1.455148 0.406900
H 0.154253 1.856057 0.060787
H 0.084398 -1.750998 -1.560613
H -2.568453 -0.801038 0.785348
H -0.909603 -2.192280 0.652846
H 0.018085 -0.915619 1.278014
H 0.770585 -2.402155 0.696975
H -3.736673 -0.235710 3.642173

Atoms 1-2, force components in eV/Å:
1.0 -1.8 1.4
-0.4 -0.6 1.0

E_tot	-17213.514	eV
strongest force on any atom	0.07724	Eh/bohr
energy relative to the best compared isomer or geometry (same formula, charge and spin)	589.4	kJ/mol
E_LUMO	-0.03	eV
spin multiplicity	1
net charge	0

***

No. 9
Density functional theory data (wB97M-V/def2-TZVPD) for an isolated molecule of C6H10S2 in a non-equilibrium geometry.

Positions of all 18 atoms, in Å:
C 2.148983 0.937922 0.477429
C 0.824489 0.101705 0.179213
C 0.962534 -1.338618 0.592652
C -1.404353 0.595729 -1.553017
C -2.210064 -0.132609 -0.532050
C -1.856015 -0.001381 0.756180
H 2.028917 1.924590 0.119724
H 2.256405 0.967223 1.554029
H 3.086589 0.465826 0.099291
H 1.227976 -1.394266 1.659240
H 0.054972 -1.977125 0.317775
H 1.759827 -1.879771 0.024951
H -1.773571 0.241715 -2.530990
H -1.528215 1.635756 -1.370178
H -3.045240 -0.743657 -0.949890
H -2.429999 -0.560419 1.540180
S 0.351387 0.227955 -1.601880
S -0.454623 0.929428 1.217340

Atoms 1-2, force components in eV/Å:
-0.6 -2.0 0.0
0.7 0.9 -0.3

E_tot	-28053.822	eV
strongest force on any atom	0.04168	Eh/bohr
energy relative to the best compared isomer or geometry (same formula, charge and spin)	50.0	kJ/mol
E_LUMO	0.76	eV
structure (SMILES)	CC1(C)SC=CCS1
spin multiplicity	1
net charge	0

***

No. 10
Density functional theory data (wB97M-V/def2-TZVPD) for a cluster of 2 separate species, C6H11Br in total in a non-equilibrium geometry.

Positions of all 18 atoms, in Å:
C -1.756408 1.911621 0.846580
C -1.877816 0.774225 0.161720
C 1.102580 -0.182514 1.230324
C 1.051728 0.369871 -1.213292
C 0.108201 -1.878913 -0.478338
C 0.581278 -0.485501 -0.147043
Br -3.213027 0.193738 -0.983942
H -2.537934 2.695910 0.835024
H -0.806101 2.053775 1.307259
H 0.783996 -1.006205 1.846969
H 0.715366 0.721490 1.527526
H 2.186214 -0.124880 1.288966
H 0.539559 0.039131 -2.099651
H 0.776328 1.416868 -1.220673
H 2.178103 0.219153 -1.229601
H 0.792637 -2.259689 -1.190555
H 0.332241 -2.513608 0.369498
H -0.956949 -1.944464 -0.850775

Atoms 1-2, force components in eV/Å:
-1.2 -0.9 -1.4
1.6 0.5 0.4

E_tot	-76438.207	eV
strongest force on any atom	0.05511	Eh/bohr
energy relative to the best compared isomer or geometry (same formula, charge and spin)	391.2	kJ/mol
E_LUMO (alpha / beta)	0.52 / -0.43	eV
spin multiplicity	1
net charge	0

***

No. 11
Density functional theory data (wB97M-V/def2-TZVPD) for a structure of composition C6H11Br3CuN2 in a non-equilibrium geometry.

Positions of all 23 atoms, in Å:
Cu -17.916110 29.396980 -21.912490
C -21.870540 30.967470 -21.012550
C -21.324390 29.799280 -21.840510
N -20.744700 28.808010 -20.924420
C -19.521440 28.554910 -20.425080
C -19.543750 27.439130 -19.607100
N -20.779170 26.932290 -19.667590
C -21.481400 27.673360 -20.550720
C -21.318600 25.803470 -18.956080
H -21.044640 31.354040 -20.415440
H -22.507390 30.577780 -20.218400
H -22.441070 31.683800 -21.603700
H -20.601430 30.170820 -22.566730
H -22.109890 29.378080 -22.467960
H -18.750920 29.287770 -20.613730
H -18.807600 26.973280 -18.968780
H -22.486810 27.418550 -20.851760
H -21.045270 25.763670 -17.901660
H -20.944160 24.879940 -19.397650
H -22.407790 25.844630 -18.947740
Br -18.602490 31.125210 -21.204210
Br -19.187250 28.395590 -23.098170
Br -17.317490 28.179190 -20.253760

Atoms 1-2, force components in eV/Å:
6.7 -0.5 -3.6
-0.1 -1.0 0.9

E_tot	-264143.668	eV
strongest force on any atom	0.22985	Eh/bohr
energy relative to the best compared isomer or geometry (same formula, charge and spin)	767.8	kJ/mol
E_LUMO	2.65	eV
spin multiplicity	1
net charge	-1

***

No. 12
Density functional theory data (wB97M-V/def2-TZVPD) for an isolated molecule of C6H11BrCl2Si in a non-equilibrium geometry.

Positions of all 21 atoms, in Å:
C -3.424919 0.836840 0.761063
C -0.917059 -0.362261 0.099339
C -1.845822 0.616285 0.219916
C 1.291406 -1.693712 -1.560256
C 1.726002 -0.738002 1.522434
C 1.629499 1.431056 -0.740018
Si 1.008983 -0.313159 -0.221122
Cl -1.281838 2.272118 0.092532
Cl -4.310826 1.740630 -0.539285
Br -1.675035 -2.104725 0.531697
H -3.957131 -0.086487 1.003941
H -3.345049 1.492308 1.734879
H 1.065726 -1.274658 -2.687579
H 2.346810 -1.970970 -1.399126
H 0.677347 -2.606306 -1.509889
H 2.374845 0.032609 1.862610
H 0.878436 -0.732370 2.207898
H 2.206912 -1.688268 1.407230
H 2.796160 1.375803 -0.691884
H 1.475325 1.464044 -1.806254
H 1.280230 2.309217 -0.288130

Atoms 1-2, force components in eV/Å:
3.1 0.1 0.7
4.8 -5.8 -0.7

expectation value of S²	2.010
E_tot	-109360.793	eV
strongest force on any atom	0.21077	Eh/bohr
E_LUMO (alpha / beta)	0.46 / -2.63	eV
spin multiplicity	3
net charge	0

***

No. 13
Density functional theory data (wB97M-V/def2-TZVPD) for a cluster of 2 separate species, C6H11BrSi in total in a non-equilibrium geometry.

Positions of all 19 atoms, in Å:
C 1.896619 1.035712 2.114522
C -1.089043 1.894715 -0.961647
C 0.748312 0.490213 1.699396
C -0.942035 0.820245 -0.105856
C 0.359037 -1.134019 -0.127361
C 0.391370 0.298707 0.230489
Si -2.122260 -1.908823 -2.237665
Br -3.134212 -2.619398 -0.380333
H 2.015003 1.059932 3.153839
H 2.529594 1.431821 1.346653
H -1.999298 2.344169 -1.484780
H -0.243290 2.559980 -1.219718
H -0.027875 0.088624 2.456035
H -1.914617 0.347851 0.152116
H -0.179762 -1.853795 0.604438
H 1.296739 -1.541210 -0.511203
H 1.192917 0.848886 -0.327203
H -2.159149 -2.622213 -3.502383
H -3.052228 -0.860180 -2.245153

Atoms 1-2, force components in eV/Å:
-2.2 -0.8 -1.4
0.0 0.0 0.5

E_tot	-84315.467	eV
strongest force on any atom	0.10112	Eh/bohr
energy relative to the best compared isomer or geometry (same formula, charge and spin)	518.9	kJ/mol
E_LUMO (alpha / beta)	-1.06 / -0.16	eV
spin multiplicity	1
net charge	0